(1)
11 unconnected molecules or ions with the total composition H22O11, computed with the ωB97M-V functional and the def2-TZVPD basis.

Results
Kohn-Sham gap: 10.370 eV
Energy above the lowest of the compared OMol25 structures with the same formula, charge and spin: 155.08 kJ/mol
Energy: -22879.9066 eV
Structure (SMILES): O.O.O.O.O.O.O.O.O.O.O

Atoms and positions in Å:
1 O 2.52 -0.87 -0.55
2 H 3.14 -1.56 -0.46
3 H 2.31 -0.75 0.35
4 O -1.97 -0.91 2.23
5 H -1.77 -0.80 1.27
6 H -2.76 -0.36 2.29
7 O -2.28 1.77 -2.75
8 H -2.71 1.95 -1.87
9 H -2.07 0.85 -2.80
10 O -0.60 0.38 0.28
11 H -0.03 -0.08 0.89
12 H -0.56 -0.12 -0.52
13 O 1.68 -0.52 2.17
14 H 1.57 -0.86 3.07
15 H 1.49 0.40 2.33
16 O -1.06 3.23 0.03
17 H -0.75 2.29 -0.04
18 H -2.00 3.24 0.25
19 O -1.74 -1.19 -1.65
20 H -0.99 -1.16 -2.28
21 H -1.51 -1.94 -1.11
22 O 1.84 2.19 0.82
23 H 2.84 2.26 0.77
24 H 1.61 1.53 0.24
25 O 0.27 -0.21 -3.23
26 H 1.06 0.25 -2.83
27 H 0.47 -0.27 -4.17
28 O -0.52 -0.10 4.21
29 H -0.64 -0.56 5.02
30 H -1.13 -0.48 3.59
31 O 1.13 -2.71 -1.73
32 H 1.62 -2.88 -2.55
33 H 1.55 -1.99 -1.25

---

(2)
Br2S3 in the gas phase, computed with the ωB97M-V functional and the def2-TZVPD basis.

Results
Kohn-Sham gap: 8.651 eV
Energy above the lowest of the compared OMol25 structures with the same formula, charge and spin: 0.00 kJ/mol
Energy: -172590.8772 eV
Structure (SMILES): BrSSSBr

Atoms and positions in Å:
1 S -0.04 0.93 0.11
2 S 1.28 0.12 -1.25
3 S -1.06 -0.35 1.10
4 Br 2.67 -0.75 0.20
5 Br -2.74 -0.72 -0.18

---

Question: The lowest Kohn-Sham gap belongs to which entry?
Answer: Br2S3